(1)
The following is a quantum chemistry calculation of a structure of composition C6H7N in a non-equilibrium geometry, from the Open Molecules 2025 dataset.

Geometry as XYZ:
```
14
Properties=species:S:1:pos:R:3:forces:R:3
C -2.304 0.466 -0.315 -6.476 1.213 -0.499
C -1.224 1.068 0.093 3.967 1.490 0.544
C 0.908 0.198 -0.154 -1.429 -0.129 0.522
C 1.848 -0.724 -0.383 -1.627 0.262 -0.485
C -1.645 -0.859 -0.338 -0.030 -2.557 1.812
C 0.920 1.698 -0.194 -1.243 0.526 -0.730
N -0.453 -0.063 0.224 1.481 -1.633 -0.504
H -3.457 0.744 -0.259 2.819 -0.599 -0.439
H 1.472 -1.740 -0.529 0.561 0.148 0.299
H 2.796 -0.415 -0.733 0.932 -0.025 -0.059
H -2.066 -1.682 0.429 1.002 1.856 -1.482
H -1.557 -1.386 -1.308 0.512 0.655 0.394
H 0.710 2.165 -1.185 0.322 -0.565 0.830
H 1.573 2.328 0.448 -0.792 -0.643 -0.203
```
Positions in Å, forces in eV/Å.

Values from the calculation:
Energy relative to the best compared isomer or geometry (same formula, charge and spin) (kJ/mol): 715.1
Charge: 0
E (eV): -7818.2356
Orbital gap (alpha / beta) (eV): 7.55 / 7.40
HOMO energy (alpha / beta) (eV): -7.998 / -8.022

natural (NBO) population analysis, charges in e, atoms 1 to 4:
1. C -0.43
2. C 0.24
3. C 0.11
4. C -0.46

---

(2)
The following is a quantum chemistry calculation of an isolated molecule of CH5N2P in a non-equilibrium geometry, from the Open Molecules 2025 dataset.

Geometry as XYZ:
```
9
Properties=species:S:1:pos:R:3:forces:R:3
H 3.297 0.454 0.065 -0.375 -0.005 0.082
N 2.316 0.572 -0.191 0.592 -0.116 0.019
P 1.303 -0.273 0.636 -0.169 0.211 -0.213
N -0.101 0.103 -0.153 0.981 1.909 -2.565
C -1.436 -0.287 0.089 0.444 -0.610 2.241
H 0.043 0.670 -1.022 0.091 -0.614 1.222
H -1.451 -1.334 0.055 -0.518 -1.725 0.496
H -1.748 0.100 1.041 -0.263 -0.253 0.827
H -2.224 -0.006 -0.520 -0.784 1.203 -2.109
```
Positions in Å, forces in eV/Å.

Values from the calculation:
Energy relative to the best compared isomer or geometry (same formula, charge and spin) (kJ/mol): 4.3
Charge: 0
E (eV): -13386.5251
Orbital gap (eV): 9.90
HOMO energy (eV): -9.143

natural (NBO) population analysis, charges in e, atoms 1 to 4:
1. H 0.38
2. N -1.21
3. P 1.20
4. N -0.96

---

(3)
The following is a quantum chemistry calculation of a cluster of 3 separate species, C24H43ClFN6O6P3 in total in a non-equilibrium geometry, from the Open Molecules 2025 dataset.

Geometry as XYZ:
```
84
Properties=species:S:1:pos:R:3:forces:R:3
O 5.067 5.516 -2.212 -4.751 0.558 3.077
C 4.019 5.614 -1.536 3.768 -0.681 -2.461
F 3.404 4.366 -1.157 0.700 3.200 -0.398
C 3.339 7.024 -1.134 -1.726 -1.645 0.706
C 1.772 6.889 -1.493 -2.278 -0.278 -0.940
C 1.439 6.365 -2.929 -3.434 0.636 2.101
C -0.050 6.162 -3.336 0.792 1.381 3.883
C -1.125 6.495 -2.267 1.768 0.032 0.410
C -0.808 7.031 -0.840 1.939 -0.846 -1.901
C 0.670 7.236 -0.421 -1.051 -1.357 -3.876
C -2.076 7.301 0.127 0.147 1.491 0.735
O -2.124 8.246 0.957 0.241 -3.837 -3.002
C -3.308 6.271 -0.095 0.254 -0.645 -2.545
C -3.598 5.758 -1.406 2.118 1.256 1.288
P -5.008 4.499 -1.677 -0.375 -1.171 1.131
O -4.321 3.002 -1.112 1.004 2.812 -1.072
Cl -5.350 4.181 -3.746 0.890 0.233 0.979
C -2.677 6.256 -2.646 0.058 0.914 -1.239
O -3.109 6.481 -3.800 1.431 -1.077 4.170
H 3.843 7.899 -1.676 -0.582 -1.626 0.795
H 3.382 7.129 0.018 0.245 -0.084 -1.941
H 2.236 6.100 -3.715 -1.169 0.543 1.631
H -0.404 5.755 -4.349 0.768 0.785 1.762
H 0.930 7.608 0.627 -0.341 -0.605 -1.778
H -3.880 5.964 0.845 0.734 0.581 -1.544
H -3.335 3.145 -1.103 -1.139 -0.583 0.037
C -0.151 -0.746 2.616 0.047 -0.405 -0.166
N -0.031 0.675 2.430 -1.052 -0.714 1.377
C -0.797 1.403 3.433 0.140 0.490 -0.280
P 0.768 1.622 1.281 2.142 -7.444 0.550
O 1.874 2.051 2.267 -1.846 3.819 -0.759
N 1.895 0.848 0.243 1.811 0.935 -0.779
C 2.011 -0.562 -0.071 -0.711 -0.442 -0.738
C 3.246 1.435 0.212 -0.150 0.463 0.187
N -0.513 1.201 0.134 0.109 3.699 -1.095
C -1.218 -0.042 -0.118 -0.676 -0.364 1.032
C -0.524 2.092 -1.030 0.278 0.024 -0.025
H -1.211 -1.044 2.619 0.022 -0.028 0.073
H 0.286 -1.068 3.569 0.004 0.045 0.034
H 0.316 -1.343 1.840 0.096 0.090 -0.104
H -1.759 1.727 3.014 -0.199 0.047 0.123
H -0.258 2.292 3.773 0.004 -0.032 -0.043
H -1.002 0.805 4.325 0.136 -0.133 -0.220
H 1.949 -1.205 0.803 -0.157 -0.136 0.035
H 2.972 -0.810 -0.538 -0.041 0.492 0.143
H 1.282 -0.857 -0.828 -0.154 -0.286 0.222
H 3.858 1.065 1.039 0.118 0.087 0.093
H 3.200 2.526 0.260 0.043 -0.322 0.218
H 3.756 1.203 -0.729 -0.271 -0.212 0.003
H -0.583 -0.926 -0.120 0.083 0.056 0.174
H -1.717 -0.038 -1.094 0.222 0.487 0.094
H -2.012 -0.188 0.618 -0.015 -0.182 0.036
H 0.193 1.763 -1.791 -0.083 0.029 -0.152
H -0.254 3.111 -0.735 0.060 -0.064 -0.065
H -1.519 2.157 -1.485 0.031 -0.128 0.004
C 1.865 -6.960 -0.406 -0.047 -0.192 -0.220
N 1.511 -6.027 0.635 1.556 -0.882 -0.122
C 2.624 -5.814 1.551 -0.324 0.299 0.352
P 0.083 -5.195 1.002 0.723 -3.259 -7.054
O 0.643 -3.850 0.492 -0.571 1.065 4.127
N -1.171 -5.187 -0.181 -1.423 1.667 -0.414
C -1.371 -6.092 -1.298 -0.461 -0.902 0.309
C -1.668 -3.854 -0.583 0.171 0.091 0.412
N -0.572 -6.713 1.631 -1.448 2.321 2.680
C -0.475 -8.079 1.165 1.272 -0.445 0.084
C -1.759 -6.493 2.463 -0.243 0.130 -0.053
H 2.223 -7.905 0.030 0.051 0.046 -0.042
H 2.664 -6.566 -1.045 0.011 0.028 0.029
H 1.046 -7.234 -1.061 -0.158 0.141 0.053
H 2.491 -6.419 2.456 0.171 -0.057 0.131
H 2.694 -4.764 1.850 -0.036 -0.035 -0.023
H 3.591 -6.074 1.110 -0.239 -0.047 -0.163
H -0.461 -6.289 -1.860 0.135 -0.124 -0.018
H -2.080 -5.697 -2.035 0.110 0.313 0.377
H -1.840 -7.022 -0.972 0.260 -0.216 -0.106
H -1.032 -3.413 -1.355 0.044 0.190 -0.010
H -1.717 -3.176 0.274 0.214 -0.092 -0.204
H -2.691 -3.916 -0.969 0.111 -0.326 -0.003
H -0.583 -8.196 0.088 0.121 0.148 -0.033
H -1.251 -8.714 1.608 -0.010 0.500 0.197
H 0.476 -8.523 1.467 0.056 -0.121 -0.149
H -2.665 -6.417 1.851 -0.090 -0.069 0.042
H -1.661 -5.563 3.032 -0.046 -0.071 -0.077
H -1.894 -7.291 3.200 0.087 0.042 -0.082
```
Positions in Å, forces in eV/Å.

Values from the calculation:
Charge: 0
E (eV): -89904.3561
Orbital gap (eV): 5.87
HOMO energy (eV): -7.673

Mulliken population analysis, charges in e, atoms 1 to 4:
1. O -0.51
2. C 0.40
3. F -0.11
4. C -0.50

---

(4)
The following is a quantum chemistry calculation of a structure of composition C5H8N2O2, from the Open Molecules 2025 dataset.

Geometry as XYZ:
```
17
Properties=species:S:1:pos:R:3:forces:R:3
C 0.542 2.074 0.263 -0.015 -0.097 -0.025
N 0.091 0.696 0.106 0.019 -0.138 0.125
C 0.145 -0.352 1.198 -0.057 -0.027 -0.173
C -0.244 0.064 -0.951 0.008 0.386 -0.010
C -0.257 -1.724 -0.036 0.185 -0.090 0.293
C -0.692 0.079 -2.192 0.033 -0.188 0.159
O -1.023 -0.225 1.950 0.230 -0.079 -0.193
N 0.645 -2.591 -0.252 -0.163 0.261 -0.029
O 1.248 -0.538 1.713 -0.283 0.009 -0.187
H -0.809 -0.576 2.826 0.045 0.021 -0.068
H 1.568 -2.199 -0.029 -0.071 0.044 0.059
H -1.308 -2.010 -0.149 0.007 -0.020 -0.058
H 1.420 2.059 0.909 -0.035 -0.006 -0.033
H 0.790 2.486 -0.714 -0.014 -0.037 0.030
H -0.246 2.668 0.727 0.036 -0.041 -0.031
H -1.529 0.722 -2.444 0.042 -0.018 0.092
H -0.340 -0.632 -2.925 0.032 0.020 0.050
```
Positions in Å, forces in eV/Å.

Values from the calculation:
Energy relative to the best compared isomer or geometry (same formula, charge and spin) (kJ/mol): 566.7
Charge: 0
E (eV): -12385.0620
Orbital gap (eV): 7.30
HOMO energy (eV): -8.237

natural (NBO) population analysis, charges in e, atoms 1 to 4:
1. C -0.42
2. N -0.39
3. C 0.77
4. C 0.47

---

(5)
The following is a quantum chemistry calculation of a structure of composition C8H17KNO7S in a non-equilibrium geometry, from the Open Molecules 2025 dataset.

Geometry as XYZ:
```
35
Properties=species:S:1:pos:R:3:forces:R:3
K 13.878 -2.626 -18.117 1.122 0.532 0.286
S 16.849 -1.290 -17.359 1.645 -0.266 0.752
O 16.408 -1.384 -18.772 -1.036 -0.113 -0.490
O 16.038 -0.292 -16.615 -0.864 0.636 0.055
O 16.675 -2.618 -16.706 -0.826 -0.416 -0.176
O 18.249 -0.871 -17.275 0.321 -0.026 -0.306
O 11.527 -2.347 -19.564 -0.332 -0.749 0.032
C 10.821 -3.098 -20.191 0.016 1.335 -0.054
O 11.214 -3.573 -21.376 0.283 -0.339 -0.388
C 10.195 -4.357 -22.013 -0.056 -0.157 0.499
C 9.173 -4.659 -20.915 -0.687 0.879 -0.048
C 9.386 -3.514 -19.898 1.237 -1.018 -0.331
H 10.654 -5.270 -22.381 0.089 0.115 -0.212
H 9.765 -3.781 -22.831 0.110 0.032 -0.059
H 9.324 -5.658 -20.517 -0.075 0.059 0.225
H 8.163 -4.542 -21.309 0.007 -0.549 -0.037
H 9.377 -3.820 -18.856 -0.508 0.184 0.033
H 8.744 -2.668 -20.123 -0.083 0.100 0.320
C 11.288 -0.021 -16.805 0.143 -0.018 -1.416
C 12.776 0.376 -16.782 -0.427 -0.230 0.995
C 12.947 1.721 -16.061 0.452 -0.281 -0.877
O 12.229 2.728 -16.764 -0.200 0.203 0.115
C 11.886 3.820 -15.952 -0.162 0.445 -0.672
N 13.483 -0.700 -16.070 -0.376 0.410 0.531
H 10.618 0.812 -17.031 0.082 0.145 0.422
H 11.000 -0.571 -15.911 -0.027 0.214 0.189
H 11.145 -0.685 -17.664 -0.038 -0.253 0.236
H 13.189 0.435 -17.790 -0.040 0.204 -0.042
H 14.011 1.984 -16.072 -0.033 -0.097 0.359
H 12.570 1.605 -15.035 0.019 0.143 0.030
H 11.251 3.477 -15.131 0.181 0.236 0.327
H 11.320 4.544 -16.551 -0.196 -0.378 -0.096
H 12.748 4.422 -15.634 0.160 -0.468 0.454
H 13.187 -0.607 -15.098 -0.034 -0.385 -0.066
H 14.516 -0.526 -16.054 0.133 -0.127 -0.591
```
Positions in Å, forces in eV/Å.

Values from the calculation:
Charge: -1
E (eV): -51556.6688
Orbital gap (eV): 4.68
HOMO energy (eV): -3.117

natural (NBO) population analysis, charges in e, atoms 1 to 4:
1. K 0.95
2. S 2.58
3. O -1.14
4. O -1.13

---

(6)
The following is a quantum chemistry calculation of an isolated molecule of C4H8S in a non-equilibrium geometry, from the Open Molecules 2025 dataset.

Geometry as XYZ:
```
13
Properties=species:S:1:pos:R:3:forces:R:3
C -0.303 0.455 -1.669 3.000 0.240 1.695
C 0.124 0.978 -0.179 0.766 1.341 0.237
C 0.574 -0.228 0.690 0.706 -1.372 -2.016
C -0.356 -1.197 1.344 0.860 0.113 1.132
S 0.751 -0.172 2.464 -0.747 0.091 -0.062
H 0.137 -0.572 -1.798 -0.920 0.786 0.138
H -1.366 0.513 -1.680 -0.668 -0.301 -0.516
H 0.194 1.047 -2.455 -0.604 0.037 0.325
H -0.767 1.586 0.203 1.144 -1.244 0.023
H 1.028 1.777 -0.023 -1.991 -1.911 -1.179
H 1.440 -0.843 0.175 -1.537 1.609 0.918
H -1.430 -1.130 1.430 -0.061 0.728 -0.085
H -0.025 -2.215 1.498 0.053 -0.117 -0.609
```
Positions in Å, forces in eV/Å.

Values from the calculation:
Energy relative to the best compared isomer or geometry (same formula, charge and spin) (kJ/mol): 94.4
Charge: 0
E (eV): -15111.4075
Orbital gap (eV): 9.74
HOMO energy (eV): -8.691

natural (NBO) population analysis, charges in e, atoms 1 to 4:
1. C -0.61
2. C -0.42
3. C -0.34
4. C -0.45

---

The lowest charge belongs to which entry?
C8H17KNO7S

---

Which value of charge does entry 2 give?
0

---

Among the records above, which one has the lowest charge?
C8H17KNO7S

---

Please write out number 5 again, unchanged.
The following is a quantum chemistry calculation of a structure of composition C8H17KNO7S in a non-equilibrium geometry, from the Open Molecules 2025 dataset.

Geometry as XYZ:
```
35
Properties=species:S:1:pos:R:3:forces:R:3
K 13.878 -2.626 -18.117 1.122 0.532 0.286
S 16.849 -1.290 -17.359 1.645 -0.266 0.752
O 16.408 -1.384 -18.772 -1.036 -0.113 -0.490
O 16.038 -0.292 -16.615 -0.864 0.636 0.055
O 16.675 -2.618 -16.706 -0.826 -0.416 -0.176
O 18.249 -0.871 -17.275 0.321 -0.026 -0.306
O 11.527 -2.347 -19.564 -0.332 -0.749 0.032
C 10.821 -3.098 -20.191 0.016 1.335 -0.054
O 11.214 -3.573 -21.376 0.283 -0.339 -0.388
C 10.195 -4.357 -22.013 -0.056 -0.157 0.499
C 9.173 -4.659 -20.915 -0.687 0.879 -0.048
C 9.386 -3.514 -19.898 1.237 -1.018 -0.331
H 10.654 -5.270 -22.381 0.089 0.115 -0.212
H 9.765 -3.781 -22.831 0.110 0.032 -0.059
H 9.324 -5.658 -20.517 -0.075 0.059 0.225
H 8.163 -4.542 -21.309 0.007 -0.549 -0.037
H 9.377 -3.820 -18.856 -0.508 0.184 0.033
H 8.744 -2.668 -20.123 -0.083 0.100 0.320
C 11.288 -0.021 -16.805 0.143 -0.018 -1.416
C 12.776 0.376 -16.782 -0.427 -0.230 0.995
C 12.947 1.721 -16.061 0.452 -0.281 -0.877
O 12.229 2.728 -16.764 -0.200 0.203 0.115
C 11.886 3.820 -15.952 -0.162 0.445 -0.672
N 13.483 -0.700 -16.070 -0.376 0.410 0.531
H 10.618 0.812 -17.031 0.082 0.145 0.422
H 11.000 -0.571 -15.911 -0.027 0.214 0.189
H 11.145 -0.685 -17.664 -0.038 -0.253 0.236
H 13.189 0.435 -17.790 -0.040 0.204 -0.042
H 14.011 1.984 -16.072 -0.033 -0.097 0.359
H 12.570 1.605 -15.035 0.019 0.143 0.030
H 11.251 3.477 -15.131 0.181 0.236 0.327
H 11.320 4.544 -16.551 -0.196 -0.378 -0.096
H 12.748 4.422 -15.634 0.160 -0.468 0.454
H 13.187 -0.607 -15.098 -0.034 -0.385 -0.066
H 14.516 -0.526 -16.054 0.133 -0.127 -0.591
```
Positions in Å, forces in eV/Å.

Values from the calculation:
Charge: -1
E (eV): -51556.6688
Orbital gap (eV): 4.68
HOMO energy (eV): -3.117

natural (NBO) population analysis, charges in e, atoms 1 to 4:
1. K 0.95
2. S 2.58
3. O -1.14
4. O -1.13